Molecular formula: C4H9NO
Method: DFT, ωB97M-V/def2-TZVPD

The geometry in XYZ format:
```
15
Properties=species:S:1:pos:R:3
C 0.459 -1.147 -1.742
C 0.821 0.242 -1.216
N -0.010 0.661 -0.088
C 0.160 0.277 1.208
O 1.150 -0.269 1.661
C -1.092 0.597 2.047
H 1.057 -1.420 -2.620
H -0.597 -1.184 -2.032
H 0.634 -1.897 -0.966
H 1.862 0.252 -0.878
H 0.748 0.985 -2.021
H -0.975 0.925 -0.199
H -1.881 1.208 1.577
H -0.780 1.121 2.947
H -1.558 -0.353 2.321
```

Energy = -287.81931 hartree
E_HOMO = -9.65 eV
Frontier orbital gap = 10.55 eV
2S+1 = 1
ΔE to the lowest compared entry with this formula, charge and spin = 8.2 kcal/mol

Atomic partial charges in e from the natural (NBO) method, atoms 1 to 8: number 1, C, carries -0.62; number 2, C, carries -0.22; number 3, N, carries -0.62; number 4, C, carries 0.68; number 5, O, carries -0.62; number 6, C, carries -0.72; number 7, H, carries 0.21; number 8, H, carries 0.20